1.
Computed, not measured: one molecule with the formula C2H2FNO in a non-equilibrium geometry, with wB97M-V/def2-TZVPD.

Positions of all 7 atoms, in Å:
O 1.414808 1.565258 -0.138819
C 0.613725 0.582897 0.141722
C -0.793605 0.107368 0.073637
N 0.390604 -0.688570 0.381751
F 0.910440 -1.837568 -0.223582
H -1.493681 0.220358 0.782444
H -1.042289 0.050255 -1.017154

Force components x, y, z for each atom (eV/Å):
O -3.90 -5.38 1.54
C 4.30 5.84 -1.96
C 2.28 -0.71 -4.17
N 0.79 -0.86 1.29
F -0.49 0.70 -0.07
H -2.57 0.01 2.36
H -0.42 0.39 1.01

* HOMO level: -0.3847 Eh
* relative energy (zero: lowest compared OMol25 entry of this formula, charge and spin): 3.973 eV
* molar mass: 75.042 g mol⁻¹
* SMILES string: O=C1CN1F
* LUMO: -0.07 eV

***

2.
Computed, not measured: one molecule with the formula C7H12N4O3 in a non-equilibrium geometry, with wB97M-V/def2-TZVPD.

Positions of all 26 atoms, in Å:
C 3.020571 0.778606 -0.736492
C 1.938794 0.180494 0.220177
C 0.534576 0.390465 -0.348276
C -0.580691 -0.280514 0.358886
N -0.448309 -1.677365 0.581266
C -1.661081 0.304962 0.920842
O -1.825194 1.719637 0.824265
O -2.619453 -0.358789 1.561836
C -3.687376 -0.719160 0.606052
C -3.139096 -0.875492 -0.782563
N -3.448904 -0.139078 -1.761375
N -3.976973 1.055581 -1.431333
N -4.574182 1.278016 -0.384259
O -4.660441 0.298760 0.627053
H 4.079875 0.688010 -0.317037
H 2.875103 0.377655 -1.659845
H 2.733977 1.903482 -0.740237
H 2.223948 -0.988223 0.348491
H 2.153746 0.706875 1.201602
H 0.544482 1.526005 -0.430222
H 0.669158 0.051562 -1.408841
H -0.022033 -2.349393 -0.178285
H -1.238259 -2.239231 0.934442
H -2.428275 1.966008 1.495722
H -4.309108 -1.524059 0.991150
H -2.695355 -1.894864 -1.014628

Force components x, y, z for each atom (eV/Å):
C -0.37 2.77 3.93
C 2.55 -2.28 1.19
C 1.89 1.56 -1.03
C -1.24 -0.82 0.82
N 0.93 -3.06 -1.74
C 2.25 2.56 -1.22
O 1.10 -2.16 -0.97
O -1.80 -1.30 -0.46
C -0.10 1.76 1.03
C -0.05 -3.04 -0.14
N 1.04 -1.23 -0.06
N -1.35 1.76 0.34
N -0.04 0.92 0.05
O 0.18 -0.17 -0.89
H -1.54 -0.05 -0.77
H 0.16 -1.02 -2.84
H 0.87 -1.59 -0.44
H -0.91 2.60 -0.03
H -0.84 -0.91 -0.79
H -1.18 -1.36 0.22
H -0.75 0.01 0.64
H -0.79 2.54 1.63
H 0.44 1.27 0.04
H -1.06 0.48 1.19
H 0.94 -0.72 0.08
H -0.36 1.47 0.21

* HOMO level: -0.2922 Eh
* relative energy (zero: lowest compared OMol25 entry of this formula, charge and spin): 6.529 eV
* molar mass: 200.198 g mol⁻¹
* SMILES string: CCC/C(N)=C(\O)O[C@@H]1C=NN=NO1
* LUMO: -0.37 eV

***

3.
Computed, not measured: a 14-piece molecular cluster, C54H130N14O10 overall in a non-equilibrium geometry, with wB97M-V/def2-TZVPD.

Positions of all 208 atoms, in Å:
C -20.030044 -13.757695 7.283770
C -19.257171 -14.078229 8.615175
N -18.338615 -15.286532 8.516712
C -19.086899 -16.464401 8.062308
C -20.213867 -16.870451 9.023286
C -17.663666 -15.584993 9.797550
C -16.382484 -14.808366 9.829434
H -20.806978 -14.543451 7.059691
H -19.298497 -13.604420 6.428660
H -20.595223 -12.804875 7.430488
H -18.482251 -13.272991 8.856030
H -19.901403 -14.131592 9.503007
H -19.640332 -16.152153 7.138211
H -18.426992 -17.325186 7.909081
H -20.637980 -17.900914 8.882583
H -19.998348 -16.794718 10.110300
H -21.071886 -16.249459 8.814193
H -17.514155 -16.637260 9.793733
H -18.319939 -15.381946 10.634960
H -15.689274 -15.141453 9.059063
H -15.867903 -14.722877 10.810896
H -16.529607 -13.788907 9.472880
C -22.610018 -21.017991 0.866940
C -23.098185 -20.071213 1.984838
N -24.038048 -20.558167 2.932600
C -25.381972 -20.944938 2.480251
C -26.505539 -20.632153 3.498813
C -23.418909 -21.660638 3.740494
C -22.272356 -21.177964 4.581660
H -23.482399 -21.400122 0.359973
H -22.072424 -21.864840 1.194134
H -21.992134 -20.487967 0.113215
H -22.296249 -19.645697 2.580749
H -23.531082 -19.219675 1.456703
H -25.622188 -20.483876 1.532374
H -25.411214 -22.057361 2.237185
H -26.508173 -19.561519 3.814688
H -27.484223 -20.894265 3.064160
H -26.256471 -21.219522 4.393224
H -23.033675 -22.484910 3.097509
H -24.144685 -22.095442 4.444738
H -22.575981 -20.348583 5.229688
H -21.281527 -20.877929 4.111472
H -22.037879 -21.916095 5.263574
C -18.476185 -19.096558 -3.530836
C -17.459916 -18.151301 -3.012739
N -18.064224 -17.117115 -2.108798
C -18.629338 -17.795155 -0.938334
C -19.455491 -16.851919 -0.055248
C -17.048284 -16.163766 -1.711484
C -16.581478 -15.218336 -2.811557
H -18.703963 -19.924113 -2.814749
H -18.113569 -19.490048 -4.464590
H -19.417595 -18.532358 -3.757450
H -16.630406 -18.625794 -2.458336
H -17.073977 -17.595032 -3.867460
H -19.187907 -18.634890 -1.298000
H -17.848734 -18.155512 -0.330455
H -20.038787 -17.362933 0.688981
H -18.846176 -16.129610 0.512431
H -20.134473 -16.271511 -0.647851
H -16.145625 -16.643349 -1.362947
H -17.394750 -15.632273 -0.819119
H -15.775257 -14.675893 -2.293351
H -17.399808 -14.508808 -2.988319
H -16.179391 -15.613793 -3.755146
C -25.769544 -15.120009 0.200742
C -25.332643 -13.839566 0.790415
N -24.252173 -14.000484 1.851633
C -24.462560 -13.083355 3.009514
C -25.695727 -13.290855 3.820764
C -22.930929 -13.965179 1.302964
C -22.017451 -15.112576 1.755247
H -24.912108 -15.654890 -0.073221
H -26.426026 -15.116425 -0.708451
H -26.267484 -15.746292 0.968226
H -24.918411 -13.155875 0.049397
H -26.208675 -13.367079 1.296164
H -23.650481 -13.099263 3.817960
H -24.390687 -12.058419 2.627012
H -26.626183 -13.515808 3.243952
H -25.657329 -14.167537 4.473120
H -26.018307 -12.404029 4.392448
H -22.469058 -12.991281 1.505808
H -23.036171 -13.997176 0.215458
H -21.060524 -14.996205 1.155105
H -22.363374 -16.091074 1.442553
H -21.727303 -15.046605 2.823998
C -17.955224 -22.412435 4.570157
O -18.911294 -21.872159 4.125843
N -18.054746 -23.384945 5.512042
C -16.946059 -23.742680 6.272089
C -19.301782 -23.825719 6.048153
H -16.879764 -22.265505 4.194221
H -16.008166 -23.401570 5.862732
H -16.842679 -24.823807 6.513608
H -16.924393 -23.118322 7.173348
H -20.075982 -23.474937 5.367455
H -19.320744 -24.908653 6.158176
H -19.388408 -23.388017 7.039883
C -14.231863 -19.198945 -1.256374
O -14.939456 -20.158858 -1.516421
N -12.986692 -19.306278 -0.613868
C -12.275505 -18.185373 -0.081971
C -12.628403 -20.601361 -0.156583
H -14.395267 -18.167995 -1.500025
H -12.631219 -17.276794 -0.578009
H -11.183570 -18.337074 -0.197913
H -12.404321 -18.094240 0.998118
H -12.547849 -20.655156 0.949940
H -13.436747 -21.305726 -0.414999
H -11.642060 -20.892203 -0.594244
C -18.506679 -21.150063 -0.400514
O -19.591269 -21.009352 -0.954749
N -18.209578 -20.652602 0.831746
C -17.004591 -20.967869 1.600672
C -19.358500 -20.018606 1.587551
H -17.681237 -21.612309 -0.887084
H -16.812953 -20.149240 2.295927
H -16.150594 -21.191873 0.894845
H -17.121052 -21.900893 2.188993
H -19.024327 -19.133480 2.123005
H -20.154605 -19.834238 0.897229
H -19.516415 -20.724539 2.403617
C -13.133314 -21.056932 5.459741
O -14.181737 -21.718410 5.428633
N -12.957206 -19.799088 5.045519
C -11.842467 -18.980442 5.292141
C -14.186664 -19.171479 4.554974
H -12.244712 -21.545431 5.847273
H -11.329965 -18.589884 4.446428
H -11.124595 -19.507441 5.911147
H -12.174457 -18.096440 5.844203
H -14.831182 -18.909304 5.380186
H -14.013883 -18.233776 3.983846
H -14.786321 -19.892008 3.881857
C -18.869360 -20.487791 7.295795
O -19.951090 -20.824073 7.729987
N -17.687962 -20.520896 7.945629
C -16.477551 -19.917484 7.399405
C -17.669522 -20.771702 9.347680
H -18.796694 -20.142625 6.223520
H -16.622869 -19.859678 6.289891
H -15.656369 -20.595554 7.632584
H -16.339946 -18.915607 7.825533
H -17.351977 -19.920283 9.961060
H -18.676359 -20.988384 9.714634
H -17.074704 -21.629248 9.641331
C -22.118737 -18.082640 6.259736
O -21.045971 -17.646438 5.828117
N -23.340084 -17.776616 5.790391
C -24.464324 -18.676776 6.149791
C -23.569215 -16.845480 4.699641
H -22.134430 -18.839951 7.034908
H -24.224935 -19.105511 7.098923
H -24.510416 -19.447007 5.336056
H -25.415599 -18.130043 6.297259
H -24.414149 -16.163456 4.832490
H -22.639822 -16.344959 4.481810
H -23.812503 -17.510704 3.805325
C -16.854926 -16.256950 2.726696
O -16.678819 -15.209596 2.118405
N -17.822688 -16.501300 3.648718
C -17.982754 -17.729317 4.436940
C -19.029977 -15.649834 3.753381
H -16.134694 -17.049838 2.677068
H -17.200968 -18.435409 4.071986
H -19.002720 -18.125976 4.282942
H -17.946377 -17.589867 5.512007
H -19.247018 -15.370303 4.802587
H -18.766223 -14.710838 3.205869
H -19.853858 -16.180941 3.314014
C -15.294903 -15.853431 5.756240
O -14.274420 -16.473608 5.557417
N -15.531263 -14.666690 5.230415
C -16.791350 -13.917271 5.443428
C -14.352224 -14.012711 4.597950
H -16.146170 -16.092311 6.476163
H -17.420285 -14.707494 5.802321
H -17.076678 -13.524194 4.485700
H -16.602172 -13.122616 6.174599
H -13.870608 -13.452285 5.412218
H -13.770247 -14.762333 4.074804
H -14.792252 -13.351271 3.850939
C -13.848866 -14.582224 -0.233485
O -13.117950 -15.219223 -0.950564
N -13.606023 -13.308399 0.191532
C -14.383457 -12.760247 1.280127
C -12.476859 -12.578319 -0.285292
H -14.875313 -14.824066 0.052488
H -15.159097 -12.067965 0.941743
H -13.807839 -12.185338 1.984036
H -14.941929 -13.631050 1.701677
H -12.669263 -11.553399 -0.140087
H -11.568802 -12.869637 0.281934
H -12.382992 -12.792842 -1.358554
C -18.679104 -12.851767 1.720323
O -19.478247 -12.564155 2.592561
N -18.810813 -12.440969 0.460939
C -17.742200 -12.700474 -0.529071
C -19.886290 -11.526690 0.145909
H -17.726729 -13.549339 1.813439
H -17.284637 -11.732543 -0.746937
H -18.095417 -13.145009 -1.428819
H -17.017270 -13.345706 -0.014588
H -19.598607 -10.961381 -0.748513
H -20.742639 -12.157758 -0.070312
H -20.040883 -10.841149 1.017576

Force components x, y, z for each atom (eV/Å):
C 0.23 0.15 0.56
C 2.26 0.31 -0.45
N -1.23 -0.07 -0.14
C -1.34 0.46 -0.12
C -0.79 -1.14 0.55
C -0.48 1.05 -1.05
C 1.06 0.90 0.29
H 0.93 0.75 0.01
H -1.07 -0.36 0.99
H 0.50 -0.65 -0.15
H -1.39 -0.52 -0.46
H -0.24 -0.17 -0.26
H 1.07 -0.88 0.43
H 0.15 0.31 -0.31
H 0.82 0.67 -0.16
H 0.14 0.06 -0.67
H -0.35 0.48 0.19
H 0.47 -0.99 0.18
H -0.12 0.28 0.47
H 0.19 -0.63 0.20
H -0.35 -0.34 -0.56
H -0.42 0.25 0.37
C -0.38 1.21 -0.29
C 0.43 0.70 -1.31
N -0.90 -1.72 1.65
C -0.01 -0.98 -0.27
C 0.92 0.26 -0.01
C 0.03 0.42 -0.66
C 1.02 2.14 -0.54
H -0.40 -0.13 -0.37
H 0.84 -0.88 0.55
H -0.36 -0.28 0.49
H 0.49 -0.03 -0.19
H -0.23 0.19 0.11
H 0.15 0.48 -0.30
H -0.04 0.98 0.34
H 0.03 -0.70 -0.45
H 0.36 -0.03 0.41
H -0.61 0.07 -0.06
H -0.51 0.28 0.12
H -0.10 0.22 -0.47
H -0.03 0.06 -0.35
H -1.44 -0.45 0.13
H 0.73 -1.85 1.44
C -1.40 -0.69 0.35
C 0.16 1.80 0.88
N 0.14 -0.57 -0.28
C -0.60 1.63 -0.30
C 0.52 0.23 -0.06
C -0.09 -0.34 -0.47
C -0.24 1.01 1.01
H 0.05 0.61 -0.84
H 0.04 -0.52 -0.35
H 0.67 -0.51 0.23
H -0.13 -0.19 -0.40
H 0.33 -0.03 0.11
H -0.57 -0.29 0.09
H 1.38 -0.93 0.92
H -0.27 -0.53 0.27
H 0.03 -0.24 -0.23
H -0.47 0.32 -0.48
H 0.62 -0.86 0.38
H -0.08 0.36 -0.43
H -0.01 0.25 -0.61
H 0.29 -0.09 -0.47
H -0.33 -0.20 0.52
C -1.52 -1.32 -0.10
C 0.22 1.64 2.04
N -2.17 -0.34 0.82
C 1.63 0.30 0.11
C -2.60 -0.52 -0.14
C 0.38 -0.21 -0.14
C 1.71 1.04 -0.84
H 1.38 -1.04 -0.58
H 0.46 0.58 0.85
H 0.14 0.35 -0.35
H -0.28 0.23 -0.26
H 0.74 -0.02 -0.57
H -0.37 -0.51 -1.62
H -0.28 0.29 0.03
H 0.74 0.23 -0.09
H 0.41 0.22 0.18
H 0.64 -0.30 0.02
H 0.27 -0.01 0.15
H 0.18 -0.21 -0.08
H -0.77 0.01 0.85
H -0.50 -0.17 0.38
H -0.43 -0.18 -0.62
C 2.21 -1.94 0.80
O -1.87 1.71 -1.40
N 0.25 -0.08 -1.21
C 2.22 -0.13 1.58
C -0.48 0.48 -0.09
H -1.06 0.04 0.70
H 0.32 -0.14 -0.90
H -0.37 0.70 -0.16
H -0.33 -0.55 0.67
H -0.23 -0.11 0.34
H 0.06 -0.09 -0.19
H -0.56 0.09 0.18
C 2.10 -1.18 1.02
O 0.10 0.88 0.07
N -2.19 -0.35 -0.70
C 0.50 0.29 -0.13
C 0.62 -1.25 0.56
H -0.68 0.84 -0.42
H 0.39 -0.07 0.19
H -0.49 0.24 -0.37
H -0.33 0.05 0.20
H 0.13 0.26 -0.40
H 0.64 0.21 -0.21
H -0.74 -0.09 0.33
C -0.71 1.03 0.95
O 0.33 -0.22 0.18
N -1.15 0.65 0.23
C 0.19 -1.18 -1.11
C 2.23 -1.32 0.47
H 1.03 -0.67 -0.48
H 0.29 0.01 -0.21
H -0.77 0.72 0.71
H -0.17 0.57 -0.22
H 0.21 0.47 -0.44
H -0.40 -0.02 -0.02
H -0.96 0.01 -0.22
C -0.48 -1.34 0.27
O 0.72 1.06 -0.18
N -2.49 -0.54 -1.20
C 0.65 0.83 1.67
C -0.96 -0.38 -1.77
H 0.63 0.09 0.21
H 0.26 -0.04 -1.19
H 0.16 -0.14 0.08
H 0.05 -0.04 0.16
H -0.12 0.11 0.26
H 0.32 -0.76 0.48
H 1.16 0.91 1.03
C -0.37 0.32 -1.56
O -0.05 -0.08 0.44
N 0.25 0.44 0.14
C -0.99 -0.39 -0.95
C -0.82 -0.24 1.52
H 0.24 -0.15 0.71
H 0.40 0.04 0.93
H 0.24 0.32 -0.18
H 0.25 -0.13 -0.11
H 0.28 0.16 -0.40
H -0.02 -0.02 -0.38
H 0.42 -0.18 -0.22
C 0.91 0.41 -1.17
O -0.75 0.08 0.34
N -1.19 0.16 0.91
C 0.46 0.52 -1.10
C -0.06 -1.89 -1.48
H -0.03 -0.30 0.46
H 0.13 -0.62 0.52
H -0.49 0.55 0.79
H 0.53 -0.15 -0.45
H 0.27 -0.12 0.38
H 0.12 0.35 0.00
H 0.19 1.02 0.69
C -0.59 0.27 1.66
O -0.16 -0.15 -0.29
N -1.14 0.23 0.38
C 0.43 -0.63 -1.48
C 1.82 1.43 -0.29
H 0.58 -0.90 -0.17
H -0.60 0.14 0.57
H 0.48 -0.06 -0.24
H 0.47 0.43 0.19
H 0.08 -0.43 -0.52
H -0.81 -0.88 0.50
H -0.48 -0.09 -0.16
C -1.55 0.45 1.27
O 0.60 -0.98 0.42
N 0.79 1.41 -0.96
C 2.35 -0.83 0.17
C -2.13 0.27 0.25
H 0.77 -0.68 -0.62
H -0.99 0.28 0.37
H -0.56 0.23 -0.32
H -0.43 -0.09 -0.07
H 0.49 -0.17 -0.63
H 0.36 0.10 0.35
H 0.38 0.27 0.15
C -0.45 1.79 0.16
O 0.28 -0.44 -0.41
N -0.22 -0.43 0.29
C -1.63 -0.95 -0.50
C 0.85 -1.36 -0.31
H -0.14 -0.97 0.29
H 0.00 0.15 -0.31
H 0.57 -0.32 0.49
H 0.51 0.93 0.28
H -0.10 1.35 0.10
H -0.19 0.24 -0.55
H 0.41 0.10 0.35
C 1.62 -1.25 -0.12
O 0.10 -0.14 0.64
N 0.93 0.10 -1.14
C -0.16 0.84 1.90
C 0.35 0.26 0.15
H -1.83 1.29 0.35
H 0.25 -0.13 -0.25
H -0.41 -0.45 -0.60
H -0.09 0.08 -0.47
H -0.21 -0.04 0.20
H -0.59 0.49 0.03
H -0.17 -0.65 -0.84

* HOMO level: -0.2931 Eh
* relative energy (zero: lowest compared OMol25 entry of this formula, charge and spin): 4.002 eV
* molar mass: 1135.722 g mol⁻¹
* LUMO: 0.46 eV